Entry 1:
Formula: C5H8O
Source: the Open Molecules 2025 dataset
Level of theory: ωB97M-V with the def2-TZVPD basis set

Values from the calculation:
Structure (SMILES) = CC1=CCOC1
Multiplicity = 1
Orbital gap = 9.81 eV
LUMO level = 1.022 eV

Each line ends with the natural charge from an NBO analysis.
Geometry (Å):
1 C 0.728 -1.304 1.162  -0.64
2 C -0.107 -0.434 0.275  -0.01
3 C -0.092 -0.467 -1.053  -0.23
4 C -0.279 0.935 -1.555  -0.08
5 O -0.847 1.647 -0.467  -0.52
6 C -0.671 0.892 0.722  -0.09
7 H 1.742 -0.892 1.079  0.22
8 H 0.771 -2.338 0.809  0.23
9 H 0.460 -1.286 2.220  0.22
10 H 0.297 -1.283 -1.654  0.21
11 H -0.887 1.105 -2.447  0.19
12 H 0.738 1.302 -1.770  0.16
13 H -1.651 0.795 1.216  0.19
14 H 0.005 1.400 1.429  0.17

Cartesian forces, eV/Å:
C -0.0671 -0.1479 0.0697
C 0.1429 0.1030 -0.1496
C 0.2008 0.0609 0.1289
C -0.0528 -0.0873 -0.2780
O -0.0658 0.0729 -0.0009
C 0.1023 -0.1077 0.2466
H -0.0622 -0.1677 0.2083
H -0.0616 0.1007 0.0794
H -0.1645 -0.0513 -0.1237
H 0.0458 0.1896 0.0486
H -0.1166 -0.1409 0.0870
H -0.1301 0.1963 -0.1516
H 0.2455 -0.0560 -0.0058
H -0.0165 0.0354 -0.1589

Entry 2:
Formula: C5H8O
Source: the Open Molecules 2025 dataset
Level of theory: ωB97M-V with the def2-TZVPD basis set

Values from the calculation:
Structure (SMILES) = O=CC1=CC1.C
Multiplicity = 1
Orbital gap = 10.10 eV
LUMO level = 0.758 eV

Each line ends with the natural charge from an NBO analysis.
Geometry (Å):
1 C -0.863 0.961 1.368  -0.85
2 C 0.205 -0.460 -0.373  -0.07
3 C 1.499 0.217 -0.670  -0.39
4 C 1.285 -1.091 -0.007  -0.21
5 C -1.016 -0.754 -1.108  0.41
6 O -2.167 -0.769 -0.755  -0.50
7 H -0.325 1.834 0.987  0.21
8 H -1.814 0.831 0.849  0.24
9 H -0.975 0.984 2.443  0.22
10 H 1.760 0.243 -1.728  0.18
11 H 1.799 1.106 -0.107  0.20
12 H -0.265 0.064 1.230  0.23
13 H 1.568 -2.121 -0.001  0.22
14 H -0.690 -1.044 -2.127  0.12

Cartesian forces, eV/Å:
C -0.1787 0.2092 0.4048
C 0.3658 -0.7518 -0.4874
C 0.2816 0.2425 -0.3326
C -0.1872 -0.2995 -0.6405
C -0.2963 -0.1375 -0.0796
O 0.4820 -0.0665 -0.1571
H -0.1139 -0.1528 0.2341
H 0.1309 0.1235 0.3260
H -0.3788 0.5323 0.3197
H 0.3518 0.1195 0.0013
H -0.1999 -0.2391 -0.0159
H -0.3559 0.4743 0.3542
H 0.4886 -0.1812 0.3420
H -0.3901 0.1271 -0.2691

Entry 3:
Formula: C5H8O
Source: the Open Molecules 2025 dataset
Level of theory: ωB97M-V with the def2-TZVPD basis set

Values from the calculation:
Structure (SMILES) = O[C@H]1C[C@H]2C[C@H]21
Multiplicity = 1
Orbital gap = 11.00 eV
LUMO level = 1.048 eV

Each line ends with the natural charge from an NBO analysis.
Geometry (Å):
1 O -0.970 1.912 0.000  -0.70
2 C -0.752 0.641 0.558  0.11
3 C -1.087 -0.627 -0.294  -0.43
4 C 0.333 -1.114 -0.060  -0.21
5 C 1.343 -0.135 -0.562  -0.43
6 C 0.682 0.109 0.763  -0.26
7 H -0.424 1.985 -0.792  0.46
8 H -1.313 0.645 1.497  0.19
9 H -1.368 -0.444 -1.337  0.20
10 H -1.842 -1.265 0.173  0.22
11 H 0.637 -2.126 0.180  0.22
12 H 1.118 0.679 -1.228  0.19
13 H 2.387 -0.452 -0.570  0.23
14 H 1.256 0.192 1.674  0.22

Cartesian forces, eV/Å:
O 0.2639 0.0217 -0.1691
C 0.0145 -0.2791 0.2765
C -0.0745 -0.0291 -0.0781
C 0.0921 -0.2468 -0.0737
C 0.1165 0.5335 0.4879
C 0.0473 0.0684 0.5092
H -0.1189 0.0978 0.0594
H 0.1530 -0.0774 -0.1428
H 0.0557 -0.0022 0.1330
H 0.0400 0.1717 -0.0523
H -0.0934 0.0418 -0.1898
H -0.0722 -0.3524 -1.0293
H -0.3329 0.1498 0.1761
H -0.0909 -0.0977 0.0928

Entry 4:
Formula: C5H8O
Source: the Open Molecules 2025 dataset
Level of theory: ωB97M-V with the def2-TZVPD basis set

Values from the calculation:
Structure (SMILES) = CC=C=CCO
Multiplicity = 1
Orbital gap = 10.40 eV
LUMO level = 0.941 eV

Each line ends with the natural charge from an NBO analysis.
Geometry (Å):
1 C 0.574 -2.382 0.165  -0.62
2 C -0.360 0.879 -0.768  -0.32
3 C -1.008 1.615 0.379  -0.08
4 O -0.953 3.019 0.233  -0.71
5 C 0.526 -0.058 -0.554  0.09
6 C 1.253 -1.086 -0.205  -0.28
7 H 0.446 -2.438 1.252  0.22
8 H -0.421 -2.419 -0.286  0.22
9 H 1.135 -3.264 -0.153  0.21
10 H -0.700 1.120 -1.774  0.23
11 H -2.073 1.362 0.419  0.19
12 H -0.555 1.273 1.322  0.17
13 H -0.022 3.253 0.135  0.46
14 H 2.337 -1.006 -0.123  0.22

Cartesian forces, eV/Å:
C -0.0670 -0.1418 0.0227
C 0.0626 -0.1562 -0.0067
C -0.1067 -0.3312 0.0760
O 0.2720 0.1568 0.0066
C -0.0341 -0.0426 0.0640
C -0.1280 0.1906 -0.0426
H 0.0805 -0.0613 -0.1185
H 0.1314 -0.0493 0.0764
H -0.0079 0.1378 -0.0061
H 0.0733 -0.0173 0.0980
H 0.1210 0.0596 -0.0369
H -0.0644 0.1446 -0.1470
H -0.1486 0.0886 0.0134
H -0.1843 0.0217 0.0007

Entry 5:
Formula: C5H8O
Source: the Open Molecules 2025 dataset
Level of theory: ωB97M-V with the def2-TZVPD basis set

Values from the calculation:
Multiplicity = 1
Orbital gap = 8.70 eV
LUMO level = -0.176 eV

Each line ends with the natural charge from an NBO analysis.
Geometry (Å):
1 C 1.103 1.555 -0.572  -0.62
2 C 0.278 0.491 0.099  0.05
3 C 0.979 -0.533 0.934  -0.14
4 C -0.960 -1.557 0.156  -0.55
5 C -0.922 -0.155 -0.424  0.05
6 O -1.037 0.876 0.542  -0.50
7 H 1.944 1.114 -1.114  0.23
8 H 1.502 2.257 0.168  0.22
9 H 0.478 2.119 -1.268  0.23
10 H 0.065 -1.753 0.640  0.22
11 H 0.653 -0.411 1.984  0.14
12 H -0.938 -2.333 -0.613  0.24
13 H -1.775 -1.730 0.862  0.23
14 H -1.370 0.059 -1.395  0.19

Cartesian forces, eV/Å:
C 0.0035 0.0621 -0.0388
C 0.4057 -0.0079 -0.0737
C 0.0112 0.3071 -0.0300
C -0.1252 -0.0150 -0.0671
C 0.0615 -0.2249 -0.1849
O -0.2100 0.1339 0.2180
H -0.1518 0.0180 0.0869
H -0.0518 -0.0992 -0.0698
H 0.0550 -0.0453 0.0723
H -0.1851 -0.1512 0.1070
H -0.0295 -0.0316 -0.1355
H -0.0562 0.0775 0.0130
H 0.1614 0.0421 -0.0997
H 0.1112 -0.0655 0.2022

Entry 6:
Formula: C5H8O
Source: the Open Molecules 2025 dataset
Level of theory: ωB97M-V with the def2-TZVPD basis set

Values from the calculation:
Multiplicity = 1
Orbital gap = 9.57 eV
LUMO level = 0.740 eV

Each line ends with the natural charge from an NBO analysis.
Geometry (Å):
1 C -0.804 0.960 -1.471  -0.69
2 C 0.223 -0.021 -0.980  0.16
3 O 1.107 0.958 0.631  -0.67
4 C 0.818 0.154 1.692  -0.06
5 C 0.002 -1.199 1.181  -0.17
6 C -0.172 -1.078 -0.127  -0.31
7 H -0.363 1.881 -1.095  0.28
8 H -0.939 1.031 -2.558  0.23
9 H -1.781 0.827 -0.994  0.23
10 H 1.012 -0.319 -1.686  0.21
11 H 1.705 -0.245 2.234  0.16
12 H 0.120 0.597 2.437  0.16
13 H -0.336 -2.027 1.833  0.22
14 H -0.591 -1.519 -1.095  0.25

Cartesian forces, eV/Å:
C 0.2115 0.2125 0.2383
C 1.5545 2.1903 1.8750
O -0.8893 -1.0491 -1.6417
C -1.0129 -1.8502 -0.2473
C 0.4698 1.0540 -0.4290
C -0.5843 -0.6979 -1.0076
H -0.2637 0.4545 -0.1849
H 0.2964 -0.1783 0.2663
H 0.3165 -0.0683 0.0078
H 0.0765 0.6036 0.3794
H -0.2246 0.2919 -0.2917
H 0.3292 0.0688 -0.2934
H 0.3111 0.7108 -0.4925
H -0.5908 -1.7427 1.8212

The records above give, respectively, largest force on an atom values of 0.296, 0.968, 1.090, 0.356, 0.412, 3.276 eV/A.
The records above give, respectively, energy relative to the best compared isomer or geometry (same formula, charge and spin) values of 1.4202, 4.4372, 2.0138, 2.0481, 5.3948, 4.3524 eV.